Record 1
Formula: CH8SSi2
Source: the OMol25 dataset
Level of theory: wB97M-V/def2-TZVPD

Geometry as XYZ:
```
12
Properties=species:S:1:pos:R:3:mulliken_charge:R:1
Si -1.96 0.43 -0.16 0.33
Si 0.11 -0.33 0.60 0.35
H -1.45 1.11 -1.38 -0.10
H 0.67 -1.71 0.87 -0.11
H -3.11 -0.35 -0.62 -0.12
H 3.32 0.72 1.01 0.09
H -2.39 1.45 0.84 -0.08
H 1.29 0.48 -1.51 0.33
H 0.58 0.23 1.95 -0.11
C 1.36 0.67 -0.46 -0.73
S 3.18 0.45 -0.24 -0.19
H 0.99 1.70 -0.28 0.33
```

Properties
M: 108.314 g/mol
LUMO energy: 0.72 eV
2S+1: 1
gap between HOMO and LUMO: 9.6 eV
highest occupied orbital energy: -8.84 eV
SMILES: [SiH3][SiH2]CS
ΔE to the lowest compared entry with this formula, charge and spin: 0.0 kcal per mole

---

Record 2
Formula: CH9ErNNbS
Source: the OMol25 dataset
Level of theory: wB97M-V/def2-TZVPD

Geometry as XYZ:
```
14
Properties=species:S:1:pos:R:3:mulliken_charge:R:1
H 1.74 1.32 1.07 0.35
C 1.47 0.69 0.22 -0.72
N 2.02 -0.63 0.39 -0.13
H -1.06 2.19 0.76 0.19
H -0.60 -1.23 -0.47 -0.10
H -3.37 -1.39 0.21 0.24
H -0.93 1.11 -1.54 0.10
Nb -0.81 0.48 0.18 -0.44
H 2.09 -1.13 -0.48 0.14
Er 0.16 -1.32 -2.84 1.51
H 1.83 1.17 -0.69 0.45
H -0.66 -0.06 1.92 0.21
H 1.39 -1.18 0.99 0.36
S -3.28 -0.02 0.30 -0.17
```

Properties
M: 327.323 g/mol
LUMO energy (spin up / spin down): -10.14 / -10.31 eV
2S+1: 4
gap between HOMO and LUMO (spin up / spin down): 6.5 / 6.3 eV
net charge: +2
highest occupied orbital energy (spin up / spin down): -16.63 / -16.57 eV
ΔE to the lowest compared entry with this formula, charge and spin: 66.3 kcal per mole

---

Record 3
Formula: CH9N2
Source: the OMol25 dataset
Level of theory: wB97M-V/def2-TZVPD

Geometry as XYZ:
```
12
Properties=species:S:1:pos:R:3:mulliken_charge:R:1
N 1.12 -0.08 1.76 -0.91
H -1.19 -1.41 -1.49 0.30
C -1.23 -0.33 -1.50 -0.66
H 1.71 -0.99 1.65 0.30
H -0.35 0.27 0.61 0.48
H -0.79 0.09 -2.46 0.30
H -2.29 -0.08 -1.33 0.31
H 0.92 0.12 2.82 0.30
H 0.69 0.00 -0.61 0.39
N -0.28 0.37 -0.47 -0.49
H 1.81 0.64 1.54 0.30
H -0.14 1.40 -0.51 0.36
```

Properties
M: 49.097 g/mol
LUMO energy: -3.66 eV
2S+1: 1
gap between HOMO and LUMO: 11.9 eV
net charge: +1
highest occupied orbital energy: -15.58 eV
ΔE to the lowest compared entry with this formula, charge and spin: 25.3 kcal per mole

---

Record 4
Formula: CH9N2O
Source: the OMol25 dataset
Level of theory: wB97M-V/def2-TZVPD

Geometry as XYZ:
```
13
Properties=species:S:1:pos:R:3:mulliken_charge:R:1
O -0.17 -2.32 -0.07 -0.63
H 1.54 1.04 0.76 0.20
H -1.34 1.39 0.37 0.34
H 0.35 -3.11 -0.29 0.32
C -0.46 0.75 0.30 -0.10
H 0.74 0.00 -1.17 0.36
H 0.06 1.39 -1.64 0.36
N -0.14 0.53 -1.12 -0.36
N 0.62 1.43 0.94 -0.55
H -0.74 -0.12 -1.63 0.34
H -0.71 -0.22 0.73 0.16
H 0.51 1.62 1.92 0.24
H -0.25 -2.40 0.89 0.33
```

Properties
M: 65.096 g/mol
LUMO energy: -3.55 eV
2S+1: 1
gap between HOMO and LUMO: 10.8 eV
net charge: +1
highest occupied orbital energy: -14.34 eV
ΔE to the lowest compared entry with this formula, charge and spin: 13.8 kcal per mole

---

Record 5
Formula: CH9N2O
Source: the OMol25 dataset
Level of theory: wB97M-V/def2-TZVPD

Geometry as XYZ:
```
13
Properties=species:S:1:pos:R:3:mulliken_charge:R:1
H -0.56 -0.23 -1.27 0.39
N 0.15 -0.66 -0.67 -0.30
H 0.25 -0.08 1.39 0.32
N -1.82 -0.27 0.71 -0.11
H -2.56 -0.82 1.20 0.39
H 2.00 1.86 0.13 0.38
C -0.39 -0.65 0.73 -0.23
H -2.05 0.71 0.97 0.36
O 1.70 1.41 -0.67 -0.72
H 0.18 -1.59 -1.12 0.40
H 1.11 -0.09 -0.67 0.36
H -0.44 -1.59 1.30 0.37
H 2.56 1.15 -1.06 0.39
```

Properties
M: 65.096 g/mol
LUMO energy (spin up / spin down): -8.18 / -14.70 eV
2S+1: 2
gap between HOMO and LUMO (spin up / spin down): 13.1 / 6.5 eV
net charge: +2
highest occupied orbital energy (spin up / spin down): -21.25 / -21.23 eV
ΔE to the lowest compared entry with this formula, charge and spin: 16.1 kcal per mole

---

Record 6
Formula: CH9N2O2
Source: the OMol25 dataset
Level of theory: wB97M-V/def2-TZVPD

Geometry as XYZ:
```
14
Properties=species:S:1:pos:R:3:mulliken_charge:R:1
N 0.91 -0.23 1.12 -0.15
O -1.28 -0.18 -0.82 -0.68
H 0.00 0.21 1.54 0.39
O -1.16 0.88 1.37 -0.79
H 1.33 -1.02 -1.95 0.28
H -0.18 -1.14 -1.06 0.29
H 1.28 -1.16 1.32 0.27
H -2.14 -0.43 -1.16 0.33
C 1.08 0.17 -0.21 -0.33
H -1.53 1.73 1.63 0.27
H 0.37 1.04 -0.37 0.49
H -1.57 0.32 0.07 0.37
H 2.09 0.63 -0.36 0.42
N 0.81 -0.83 -1.11 -0.16
```

Properties
M: 81.095 g/mol
LUMO energy: -9.41 eV
2S+1: 1
gap between HOMO and LUMO: 5.6 eV
net charge: +1
highest occupied orbital energy: -14.98 eV
ΔE to the lowest compared entry with this formula, charge and spin: 192.3 kcal per mole

---

Please write out number 1 again, unchanged.
Formula: CH8SSi2
Source: the OMol25 dataset
Level of theory: wB97M-V/def2-TZVPD

Geometry as XYZ:
```
12
Properties=species:S:1:pos:R:3:mulliken_charge:R:1
Si -1.96 0.43 -0.16 0.33
Si 0.11 -0.33 0.60 0.35
H -1.45 1.11 -1.38 -0.10
H 0.67 -1.71 0.87 -0.11
H -3.11 -0.35 -0.62 -0.12
H 3.32 0.72 1.01 0.09
H -2.39 1.45 0.84 -0.08
H 1.29 0.48 -1.51 0.33
H 0.58 0.23 1.95 -0.11
C 1.36 0.67 -0.46 -0.73
S 3.18 0.45 -0.24 -0.19
H 0.99 1.70 -0.28 0.33
```

Properties
M: 108.314 g/mol
LUMO energy: 0.72 eV
2S+1: 1
gap between HOMO and LUMO: 9.6 eV
highest occupied orbital energy: -8.84 eV
SMILES: [SiH3][SiH2]CS
ΔE to the lowest compared entry with this formula, charge and spin: 0.0 kcal per mole

---

- What is the formula in the second record?
  CH9ErNNbS

---

- Which of these has the highest ΔE to the lowest compared entry with this formula, charge and spin?
  CH9N2O2